<a>
C4H7N3S | the ωB97M-V functional and the def2-TZVPD basis

```
15
Properties=species:S:1:pos:R:3:nbo_charge:R:1
C -2.252 -1.363 0.472 -0.63
N -1.930 1.802 -0.080 -0.65
H -1.407 -0.979 -1.421 0.20
C 1.002 -0.095 -0.065 0.24
S 2.610 -0.088 0.092 -0.16
H -2.780 1.271 -0.226 0.33
H 0.372 -1.908 -0.923 0.41
H -1.956 -0.887 1.537 0.23
C -1.043 0.904 -0.093 0.43
C -1.255 -0.686 -0.426 -0.11
N 0.119 -1.112 -0.157 -0.60
N 0.342 1.136 0.093 -0.64
H -3.348 -0.990 0.437 0.24
H 0.948 1.947 0.606 0.47
H -2.020 -2.392 0.206 0.23
```

Values from the calculation:
Structure (SMILES): [H]/N=C1/NC(=S)N[C@H]1C
2S+1: 1
E_HOMO in eV: -8.63

<b>
C4H7N3S | the ωB97M-V functional and the def2-TZVPD basis

```
15
Properties=species:S:1:pos:R:3:nbo_charge:R:1
H -1.873 0.791 -1.505 0.20
C 0.113 0.476 0.759 0.33
N 0.883 -0.554 0.153 -0.58
H 1.056 -2.178 -1.143 0.20
H -0.095 1.402 2.715 0.23
N 1.038 -0.446 2.614 -0.51
C 0.336 -1.543 -0.813 -0.40
C -0.962 1.375 -1.264 -0.46
H 0.028 -0.997 -1.700 0.21
C 0.365 0.498 2.166 0.03
H -1.331 2.380 -1.333 0.22
S 1.754 -1.420 1.387 0.61
N -0.714 1.324 0.191 -0.46
H -0.106 1.035 -1.926 0.18
H -0.492 -2.142 -0.302 0.20
```

Values from the calculation:
Structure (SMILES): C/N=c1/cnsn1C
2S+1: 1
E_HOMO in eV: -8.21

<c>
C4H7N3S | the ωB97M-V functional and the def2-TZVPD basis

```
15
Properties=species:S:1:pos:R:3:nbo_charge:R:1
H -2.253 -1.359 0.639 0.23
H -0.502 0.653 3.052 0.18
N 0.127 -0.064 1.122 -0.47
H -2.838 -2.445 1.984 0.20
C -0.688 -0.145 2.356 0.23
C -2.000 -1.744 1.761 -0.51
N -0.397 -0.605 0.017 -0.18
C 0.147 -0.282 -1.131 -0.06
N -1.767 -0.720 2.879 -0.37
H 1.451 0.190 1.289 0.40
S 1.689 1.397 -2.766 0.10
H -0.471 -0.630 -2.125 0.22
C 1.141 0.832 -1.312 -0.36
H -1.030 -2.439 1.556 0.19
H 1.269 1.432 -0.307 0.21
```

Values from the calculation:
2S+1: 1
E_HOMO in eV: -9.04

Q: What are the energies relative to the best structure? A: <a> 0.0000; <b> 0.0327; <c> 0.1902, in hartree.

<a>
C4H9NO2 | the ωB97M-V functional and the def2-TZVPD basis

```
16
Properties=species:S:1:pos:R:3:mulliken_spin:R:1
H -0.030 1.515 1.247 0.00
H 1.475 -0.169 0.853 0.12
O -2.579 0.111 0.728 0.00
H 0.535 -2.072 -0.141 -0.01
C 0.863 0.044 -0.047 -0.04
N 1.685 0.939 -0.784 0.81
H -0.491 -1.164 -1.259 0.01
H 2.136 0.608 -1.640 -0.02
C -1.314 -0.066 1.155 -0.01
O -0.970 -0.984 1.841 0.01
C 0.511 -1.218 -0.815 0.07
H -0.821 1.304 -0.437 -0.01
H 1.103 -1.368 -1.715 0.00
H 1.398 1.917 -0.848 -0.02
C -0.352 0.856 0.435 0.08
H -3.152 -0.253 1.425 0.00
```

Values from the calculation:
2S+1: 2
Net charge: +1
E_HOMO (alpha / beta) in eV: -14.88 / -14.83

<b>
C4H9NO2 | the ωB97M-V functional and the def2-TZVPD basis

```
16
Properties=species:S:1:pos:R:3:mulliken_spin:R:1
C -0.293 -0.901 0.715 0.02
H 0.329 -1.789 0.550 0.03
C -1.913 0.006 -0.927 -0.12
N -0.619 -0.363 -0.555 0.67
C 1.500 0.919 0.779 0.01
H 0.054 -0.420 -1.322 -0.02
H -0.188 0.739 2.168 0.00
H 1.093 -0.450 2.322 -0.01
O -2.156 0.165 -2.085 0.30
O 2.311 -0.044 0.091 0.01
C 0.503 0.117 1.595 0.12
H 3.244 0.107 0.329 0.00
H -2.629 0.100 -0.103 -0.01
H -1.180 -1.268 1.217 0.01
H 2.125 1.483 1.458 0.00
H 1.059 1.524 -0.002 0.00
```

Values from the calculation:
2S+1: 2
Net charge: +1
E_HOMO (alpha / beta) in eV: -15.03 / -15.01

Q: What are the energies relative to the best structure? A: <a> 0.0000; <b> 0.0279, in hartree.